Molecular formula: C56H49F9O4S
Method: DFT, ωB97M-V/def2-TZVPD

CARTESIAN COORDINATES (ANGSTROEM)
1 O 0.730 6.654 2.449
2 S 1.529 5.952 1.519
3 O 1.665 6.377 0.205
4 O 2.951 5.609 2.156
5 C 2.760 4.469 3.115
6 C 1.880 3.617 2.273
7 O 0.931 4.407 1.571
8 H 3.658 3.928 3.274
9 H 2.283 4.846 4.014
10 H 1.415 2.703 2.722
11 H 2.574 3.243 1.502
12 F 2.751 0.416 3.634
13 C 3.213 -0.399 2.680
14 C 2.372 -0.735 1.600
15 C 2.812 -1.682 0.749
16 C 4.073 -2.267 0.897
17 C 4.867 -1.785 1.893
18 C 4.439 -0.917 2.855
19 H 1.414 -0.294 1.596
20 H 2.094 -2.057 -0.028
21 H 4.379 -3.085 0.174
22 H 5.876 -2.139 2.050
23 H 5.116 -0.749 3.707
24 F -3.714 -4.325 -0.775
25 C -2.529 -4.688 -1.251
26 C -1.988 -3.908 -2.315
27 C -0.722 -4.289 -2.859
28 C 0.000 -5.327 -2.301
29 C -0.484 -5.981 -1.220
30 C -1.723 -5.658 -0.644
31 H -2.505 -3.041 -2.754
32 H -0.434 -3.710 -3.721
33 H 0.911 -5.569 -2.810
34 H 0.108 -6.747 -0.792
35 H -1.985 -6.120 0.271
36 F 5.439 3.469 -2.061
37 C 5.229 2.267 -2.667
38 C 5.834 2.101 -3.917
39 C 5.693 0.898 -4.572
40 C 5.027 -0.160 -3.969
41 C 4.425 0.048 -2.699
42 C 4.496 1.251 -2.057
43 H 6.396 2.912 -4.321
44 H 6.048 0.971 -5.563
45 H 4.936 -1.206 -4.337
46 H 3.890 -0.770 -2.251
47 H 3.839 1.434 -1.184
48 F -3.845 0.579 1.390
49 C -5.054 0.028 1.815
50 C -5.174 -1.386 1.854
51 C -6.383 -1.877 2.258
52 C -7.392 -1.008 2.645
53 C -7.335 0.353 2.436
54 C -6.111 0.883 2.062
55 H -4.377 -2.008 1.570
56 H -6.617 -2.962 2.304
57 H -8.312 -1.313 3.093
58 H -8.193 0.997 2.640
59 H -5.868 1.935 2.049
60 F 0.612 -3.532 2.041
61 C 0.545 -3.140 3.304
62 C 1.766 -3.278 3.952
63 C 1.813 -2.902 5.294
64 C 0.704 -2.373 5.947
65 C -0.462 -2.270 5.211
66 C -0.602 -2.800 3.933
67 H 2.656 -3.658 3.551
68 H 2.688 -3.097 5.885
69 H 0.758 -1.997 6.954
70 H -1.417 -1.898 5.650
71 H -1.579 -2.905 3.472
72 F 0.970 0.912 5.943
73 C 0.214 1.736 5.182
74 C 0.227 3.070 5.483
75 C -0.668 3.863 4.787
76 C -1.536 3.462 3.799
77 C -1.369 2.134 3.444
78 C -0.566 1.287 4.163
79 H 0.757 3.544 6.322
80 H -0.767 4.910 5.160
81 H -2.185 4.206 3.354
82 H -2.010 1.667 2.685
83 H -0.494 0.240 4.008
84 F -5.759 -2.164 -4.078
85 C -4.494 -2.105 -4.456
86 C -3.773 -0.990 -3.995
87 C -2.497 -0.742 -4.507
88 C -1.942 -1.580 -5.471
89 C -2.622 -2.693 -5.842
90 C -3.934 -2.957 -5.350
91 H -4.174 -0.283 -3.253
92 H -1.967 0.142 -4.205
93 H -0.919 -1.384 -5.739
94 H -2.190 -3.308 -6.567
95 H -4.474 -3.723 -5.858
96 F -0.020 1.287 -5.153
97 C 0.422 2.529 -4.811
98 C 1.757 2.743 -4.534
99 C 2.116 3.929 -3.888
100 C 1.112 4.924 -3.610
101 C -0.155 4.721 -4.018
102 C -0.516 3.445 -4.518
103 H 2.480 1.979 -4.670
104 H 3.116 3.935 -3.408
105 H 1.323 5.799 -3.025
106 H -0.998 5.408 -3.901
107 H -1.567 3.246 -4.660
108 F -1.767 -1.019 1.356
109 C -1.265 -0.651 0.128
110 C -1.093 0.676 -0.131
111 C -0.459 1.046 -1.394
112 C 0.006 0.052 -2.255
113 C -0.212 -1.241 -1.825
114 C -0.764 -1.649 -0.646
115 H -1.389 1.504 0.559
116 H -0.358 2.112 -1.729
117 H 0.341 0.339 -3.234
118 H 0.213 -2.051 -2.471
119 H -0.942 -2.642 -0.325

largest force on an atom: 3.93 eV/A
total energy: -102345.351 eV
multiplicity: 1
Kohn-Sham gap: 9.589 eV